No. 1
{"formula": "C29H26F8N3S", "method": "ωB97M-V/def2-TZVPD", "species": ["C", "H", "N", "H", "H", "H", "H", "H", "F", "C", "C", "F", "C", "C", "F", "C", "N", "H", "H", "C", "H", "N", "S", "C", "C", "F", "H", "C", "H", "H", "H", "C", "C", "H", "F", "H", "C", "C", "H", "F", "C", "H", "H", "F", "C", "C", "C", "C", "H", "C", "C", "C", "C", "C", "H", "H", "H", "H", "F", "H", "C", "C", "H", "C", "C", "C", "H"], "xyz": [[1.98, -0.62, -1.18], [2.71, -1.13, 2.42], [-0.29, 1.28, 3.04], [4.45, -1.29, -1.99], [6.76, -4.53, -0.36], [2.10, 2.73, 1.30], [0.39, 0.73, -0.69], [1.49, 1.07, 4.10], [-6.28, 4.54, 1.37], [1.83, 0.71, 1.96], [3.87, -3.11, 0.86], [-0.70, -2.57, -5.34], [-1.21, 0.80, 2.15], [5.64, -2.92, -1.25], [-7.78, 2.95, 1.05], [3.67, -2.13, -0.11], [2.83, -0.38, 1.73], [0.96, -1.91, -3.42], [-1.51, 1.33, -1.98], [-5.54, 2.44, 0.49], [1.65, -1.64, 0.61], [-2.29, 1.67, 2.03], [-0.94, -0.64, 1.33], [4.56, -2.02, -1.19], [4.99, -3.95, 0.80], [6.51, -2.81, -2.31], [3.15, -3.27, 1.66], [-4.38, 2.56, 1.24], [3.96, 1.59, 0.26], [-0.61, 1.91, 3.77], [1.15, 0.61, 1.10], [2.64, 2.01, 1.92], [-0.90, -1.53, -4.46], [-4.22, 3.42, 1.90], [-6.00, -1.62, -0.78], [4.81, 2.27, 1.72], [0.98, 0.57, 3.26], [-2.26, 0.26, -3.68], [-2.81, -0.32, 0.23], [-3.88, -1.64, -1.36], [-2.07, -0.79, -4.60], [-2.25, 2.51, 2.61], [2.57, -0.81, -2.07], [-6.90, 3.99, -0.68], [-3.39, 1.55, 1.18], [-4.99, -0.84, -1.27], [-3.56, 0.47, 0.32], [-0.14, -0.26, -2.53], [5.18, -4.66, 1.60], [4.21, 0.18, 1.84], [0.75, -0.02, -1.40], [5.89, -3.88, -0.27], [4.02, 1.61, 1.36], [-6.61, 3.49, 0.57], [-6.65, 1.26, -0.92], [0.80, -0.48, 3.54], [2.74, 2.43, 2.93], [4.93, -0.42, 1.27], [-5.33, -0.50, -2.55], [4.48, 0.17, 2.90], [0.07, -1.29, -3.48], [-4.74, 0.37, -0.41], [-2.79, -1.01, -5.38], [-5.74, 1.34, -0.35], [-1.32, 0.52, -2.69], [2.48, -1.21, 0.04], [-3.16, 0.87, -3.76]], "charge": 1, "homo_energy_ev": -11.41, "multiplicity": 1, "orbital_gap_ev": 7.21}

=====

No. 2
{"formula": "C29H26IrN3S3", "method": "ωB97M-V/def2-TZVPD", "species": ["H", "C", "H", "H", "C", "C", "C", "H", "C", "S", "N", "C", "C", "C", "C", "H", "H", "H", "C", "H", "H", "C", "C", "H", "C", "H", "C", "Ir", "H", "H", "C", "H", "H", "H", "H", "H", "H", "C", "C", "C", "C", "C", "H", "H", "C", "C", "H", "H", "S", "C", "C", "C", "C", "C", "H", "N", "C", "H", "S", "N", "H", "C"], "xyz": [[2.69, -0.71, -2.42], [-0.86, -3.09, -1.59], [1.88, -0.06, 6.27], [4.00, -0.47, 5.00], [0.51, -0.66, 3.20], [1.21, 3.69, -2.77], [-1.49, -4.12, -0.88], [1.49, 0.92, -3.17], [-1.09, -4.43, 0.41], [2.05, 2.07, 0.84], [0.30, 1.69, -1.65], [-0.05, -3.73, 1.00], [2.75, 5.15, -1.64], [-4.52, -0.21, 1.99], [0.45, 0.88, -2.88], [-0.26, -0.15, 5.16], [-0.14, 1.31, -3.70], [1.98, -2.19, -3.12], [2.73, 4.31, -0.54], [3.36, 6.04, -1.63], [-4.77, -0.58, -1.36], [0.57, -2.70, 0.31], [1.72, -1.07, 2.55], [2.68, -2.21, -1.50], [-5.11, -0.30, 0.74], [0.61, 3.46, -3.64], [-0.74, -0.42, 2.58], [0.85, 0.27, 0.24], [3.85, -1.25, 2.67], [-1.59, -5.22, 0.95], [1.96, 3.15, -0.54], [-6.18, -0.28, 0.64], [-1.05, -0.56, -2.37], [-5.13, -0.13, 2.88], [0.28, -3.98, 2.00], [-1.19, -2.87, -2.59], [0.07, -1.09, -3.63], [-1.09, 2.17, -1.46], [0.15, -2.36, -1.00], [-3.14, -0.24, 2.08], [1.85, -0.31, 5.22], [-4.31, -0.46, -0.39], [-1.38, 2.84, -2.27], [3.32, 4.55, 0.33], [3.04, -0.55, 4.51], [-2.93, -0.49, -0.29], [-1.14, 2.71, -0.52], [-2.29, -4.67, -1.35], [1.97, -1.82, 0.95], [0.64, -0.38, 4.59], [2.95, -0.97, 3.21], [2.00, 4.83, -2.76], [2.11, -1.61, -2.20], [-2.31, -0.34, 0.95], [2.01, 5.47, -3.63], [-0.96, -0.32, 1.23], [1.18, 2.85, -1.66], [-1.78, 1.33, -1.42], [-2.19, -0.22, 3.54], [0.80, -1.23, -1.64], [-2.34, -0.67, -1.17], [-0.01, -0.55, -2.68]], "charge": 1, "homo_energy_ev": [-8.18, -10.75], "multiplicity": 6, "orbital_gap_ev": [5.88, 5.82]}

=====

No. 3
{"formula": "C29H26N6O4SV", "method": "ωB97M-V/def2-TZVPD", "species": ["C", "C", "H", "C", "C", "C", "O", "H", "C", "C", "H", "C", "H", "C", "C", "H", "C", "S", "C", "H", "H", "C", "C", "C", "H", "H", "C", "V", "O", "H", "H", "C", "H", "H", "H", "C", "H", "H", "C", "N", "C", "C", "N", "H", "H", "C", "H", "C", "H", "H", "H", "C", "N", "N", "H", "C", "C", "H", "C", "O", "N", "C", "O", "C", "H", "H", "N"], "xyz": [[3.25, 1.03, -0.71], [-2.70, 2.47, -3.08], [-0.02, 2.70, 3.77], [-0.81, -4.40, 2.18], [-0.81, 3.15, 3.18], [1.58, 1.43, -3.96], [0.64, -1.86, 3.87], [-3.36, 4.52, -3.22], [-0.79, 2.93, 1.80], [-1.65, 1.78, -0.95], [1.87, 2.33, -4.48], [-1.45, -5.44, 1.27], [-0.78, -4.77, 3.21], [1.01, -0.85, 3.25], [0.88, -0.78, -2.51], [-3.70, 4.90, 3.43], [-2.92, 3.75, -2.59], [-1.81, -0.59, 1.63], [1.38, -0.94, -3.80], [-2.74, 5.03, -0.89], [-1.47, -5.07, 0.25], [-1.98, 3.06, -0.46], [-2.87, 4.35, 2.98], [-2.56, 4.03, -1.28], [1.77, -3.37, -2.50], [0.05, -3.72, -2.77], [0.44, -1.90, -1.69], [-0.21, 0.45, 0.02], [0.88, 0.36, 3.54], [0.97, 2.47, -2.18], [-1.59, -2.72, 3.12], [0.77, -3.31, -2.05], [-1.85, 4.00, 4.84], [0.96, 2.67, 0.67], [-1.88, 0.55, -2.70], [1.74, 0.17, -4.53], [-2.47, -5.66, 1.58], [4.17, -3.29, 0.82], [2.63, -2.27, 1.92], [1.96, -0.16, 1.05], [-2.07, 1.53, -2.27], [1.08, 1.52, -2.67], [0.28, 2.18, 1.26], [2.14, 0.07, -5.53], [-3.70, 4.43, 1.02], [1.86, -1.12, 1.98], [-2.99, 2.21, -4.09], [-2.86, 4.11, 1.62], [0.22, -4.21, 1.87], [0.74, -3.92, -1.15], [0.80, 1.69, 2.00], [3.56, -2.40, 0.90], [-0.25, -1.57, -0.63], [-0.63, -2.59, 0.19], [1.48, -1.94, -4.21], [2.94, -0.22, 0.14], [3.75, -1.34, 0.03], [-0.87, -6.37, 1.29], [-1.84, 3.85, 3.77], [2.70, 2.10, -0.36], [-1.56, -3.15, 2.20], [-1.84, 3.39, 0.99], [4.06, 0.84, -1.65], [-1.28, -2.18, 1.27], [2.47, -3.03, 2.68], [4.51, -1.33, -0.74], [0.75, 0.44, -1.96]], "charge": -2, "homo_energy_ev": [-0.84, -2.20], "multiplicity": 4, "orbital_gap_ev": [5.48, 6.84]}

=====

Energy above the lowest of the compared OMol25 structures with the same formula, charge and spin per entry: 0.0; 73.5; 50.2 kJ/mol
Energy per entry: -67533.727; -70301.359; -84152.905 eV